1.
The following is a quantum chemistry calculation of C18H30N6O2Y as an isolated structure, from OMol25.

Last column: natural (NBO) charge in e.
Geometry (Å):
Y1 0.14 0.06 -0.38  1.998
C1 -3.99 1.54 0.27  -0.679
C2 -2.65 0.89 0.45  0.341
N1 -2.09 0.17 -0.52  -0.736
C3 -2.75 -0.18 -1.77  -0.231
C4 -1.84 0.07 -2.97  -0.218
N2 -0.41 -0.32 -2.74  -0.695
C5 0.03 -1.67 -3.20  -0.229
C6 -0.08 -2.74 -2.12  -0.224
N3 0.50 -2.30 -0.84  -0.692
C7 1.98 -2.45 -0.70  -0.222
C8 2.54 -1.69 0.55  -0.249
N4 1.46 -0.90 1.14  -0.677
C9 1.54 -0.16 2.20  0.369
C10 2.81 0.01 2.97  -0.692
C11 0.30 0.49 2.58  -0.042
C12 0.05 1.35 3.61  -0.106
C13 -1.23 1.94 3.78  -0.362
C14 -2.17 1.81 2.76  -0.106
C15 -1.94 0.98 1.67  -0.052
N5 -0.84 0.03 1.80  -0.556
H1 -4.76 0.78 0.13  0.242
H2 -3.99 2.19 -0.61  0.231
H3 -4.27 2.14 1.14  0.235
H4 -3.69 0.36 -1.95  0.209
H5 -3.02 -1.24 -1.73  0.195
H6 -1.83 1.14 -3.18  0.210
H7 -2.25 -0.44 -3.84  0.206
H8 0.17 0.35 -3.21  0.410
H9 1.07 -1.57 -3.51  0.220
H10 -0.54 -2.00 -4.07  0.211
H11 0.39 -3.65 -2.49  0.211
H12 -1.13 -2.96 -1.94  0.210
H13 0.07 -2.83 -0.09  0.397
H14 2.44 -2.06 -1.60  0.219
H15 2.25 -3.50 -0.62  0.205
H16 3.36 -1.05 0.24  0.244
H17 2.93 -2.39 1.28  0.211
H18 3.52 0.57 2.35  0.278
H19 3.25 -0.97 3.18  0.239
H20 2.67 0.53 3.91  0.232
H21 0.85 1.64 4.28  0.229
H22 -1.41 2.59 4.62  0.234
H23 -3.06 2.43 2.80  0.224
N6 0.15 2.62 -0.02  -0.873
C16 1.46 3.02 -0.61  -0.312
C17 2.33 1.78 -0.60  0.761
O1 3.28 1.67 0.14  -0.595
O2 1.83 0.82 -1.36  -0.886
H24 -0.58 3.28 -0.27  0.397
H25 0.22 2.67 0.99  0.399
H26 1.95 3.83 -0.07  0.218
H27 1.30 3.32 -1.65  0.219
C18 -1.37 -1.23 2.39  -0.404
H28 -0.57 -1.96 2.46  0.211
H29 -2.17 -1.61 1.75  0.211
H30 -1.78 -1.04 3.38  0.211

The calculation puts the frontier orbital gap at 6.54 eV. The LUMO energy is -3.04 eV. As for the HOMO energy: -9.58 eV. As for the largest force on an atom: 1.697 eV/Å. As for the charge: +1. The spin multiplicity is 1.

2.
The following is a quantum chemistry calculation of C18H30NO22S5 as an isolated structure, from OMol25.

Last column: Mulliken charge in e.
Geometry (Å):
C1 -0.85 -0.05 1.84  -0.481
C2 -1.29 -1.63 1.99  0.520
O1 -1.79 -2.04 3.19  -0.473
O2 -1.17 -2.67 0.95  -0.287
C3 -2.37 -2.65 0.04  -0.459
C4 -1.95 -1.59 -1.17  0.306
C5 -2.96 -0.35 -1.56  -0.273
C6 -2.42 0.68 -2.76  -0.513
C7 -0.93 0.36 -3.44  -0.249
N1 -0.09 -0.83 -3.03  0.120
C8 -0.50 -1.83 -1.93  -0.249
H1 0.32 0.06 1.87  0.305
H2 -1.27 0.50 2.82  0.138
H3 -1.31 0.51 0.92  0.138
H4 -2.65 -3.71 -0.36  0.340
H5 -3.33 -2.23 0.58  0.290
H6 -3.98 -0.21 -0.99  0.313
H7 -3.08 1.60 -3.06  0.505
H8 -0.58 1.13 -4.25  0.430
H9 0.83 -1.01 -3.49  0.383
H10 0.24 -2.71 -1.67  0.387
C9 1.82 -1.87 -7.51  -0.398
C10 2.64 -0.61 -7.79  -0.351
O3 3.10 -0.17 -6.52  -0.258
S1 3.33 -1.46 -5.55  1.203
O4 4.73 -1.81 -5.59  -0.438
O5 2.60 -1.25 -4.33  -0.777
O6 2.51 -2.55 -6.46  -0.337
H11 0.82 -1.61 -7.14  0.264
H12 1.73 -2.51 -8.38  0.316
H13 2.05 0.16 -8.29  0.332
H14 3.52 -0.85 -8.40  0.299
C11 -2.44 -0.78 7.11  -0.099
C12 -2.84 -0.22 5.75  -0.139
O7 -3.93 0.66 6.01  -0.347
S2 -3.72 1.34 7.48  1.094
O8 -3.11 2.64 7.30  -0.539
O9 -4.92 1.13 8.26  -0.530
O10 -2.57 0.31 8.02  -0.343
H15 -3.12 -1.57 7.43  0.304
H16 -1.41 -1.16 7.11  0.094
H17 -3.14 -1.01 5.05  0.307
H18 -2.03 0.36 5.30  0.146
C13 -3.35 6.45 -2.15  -0.356
C14 -4.20 5.50 -1.32  -0.331
O11 -3.75 4.19 -1.67  -0.285
S3 -2.16 4.26 -2.03  1.197
O12 -1.41 3.85 -0.86  -0.562
O13 -1.96 3.66 -3.34  -0.549
O14 -2.04 5.88 -2.18  -0.310
H19 -3.72 6.51 -3.18  0.287
H20 -3.31 7.46 -1.72  0.318
H21 -5.27 5.60 -1.52  0.307
H22 -4.01 5.64 -0.25  0.300
C15 -0.22 -3.70 6.62  -0.296
C16 0.73 -4.89 6.67  -0.362
O15 1.21 -4.94 8.01  -0.316
S4 0.04 -4.39 9.01  1.087
O16 -0.66 -5.53 9.55  -0.529
O17 0.60 -3.34 9.83  -0.536
O18 -0.91 -3.71 7.87  -0.257
H23 0.34 -2.76 6.54  0.285
H24 -0.93 -3.77 5.79  0.310
H25 1.56 -4.80 5.96  0.312
H26 0.19 -5.83 6.47  0.316
C17 5.90 2.53 -3.48  -0.351
C18 7.23 2.40 -4.22  -0.398
O19 7.21 1.09 -4.78  -0.305
S5 5.68 0.68 -5.14  1.194
O20 5.46 0.94 -6.55  -0.560
O21 5.38 -0.59 -4.53  -0.547
O22 4.94 1.86 -4.29  -0.271
H27 5.94 2.02 -2.51  0.292
H28 5.61 3.57 -3.33  0.311
H29 8.09 2.53 -3.56  0.319
H30 7.29 3.11 -5.04  0.291

The calculation puts the frontier orbital gap at 6.00 eV. The LUMO energy is -5.00 eV. As for the HOMO energy: -11.00 eV. As for the largest force on an atom: 11.010 eV/Å. As for the charge: +1. The spin multiplicity is 1.

3.
The following is a quantum chemistry calculation of an isolated ion of composition C18H30NO3 and charge +1, from OMol25.

Last column: natural (NBO) charge in e.
Geometry (Å):
C1 -2.40 -0.42 -0.82  -0.641
C2 -1.79 0.41 -1.94  -0.036
C3 -1.41 1.80 -1.44  -0.634
N1 -0.57 -0.29 -2.44  -0.574
C4 -0.11 0.09 -3.79  -0.245
C5 1.08 -0.80 -4.22  0.053
O1 0.87 -2.06 -3.59  -0.747
C6 2.47 -0.18 -3.86  -0.103
O2 2.41 0.98 -3.07  -0.511
C7 2.23 0.89 -1.71  0.358
C8 1.99 -0.29 -1.02  -0.407
C9 1.76 -0.25 0.36  -0.164
C10 1.73 0.95 1.04  -0.025
C11 1.34 0.99 2.49  -0.455
C12 -0.19 1.01 2.59  -0.056
O3 -0.79 -0.12 1.99  -0.564
C13 -0.89 -1.27 2.83  -0.059
C14 -1.86 -1.09 3.97  -0.275
C15 -1.93 -2.14 5.04  -0.411
C16 -1.37 -0.80 5.36  -0.419
C17 1.98 2.13 0.33  -0.170
C18 2.23 2.10 -1.02  -0.277
H1 -3.34 0.01 -0.51  0.242
H2 -1.74 -0.44 0.05  0.256
H3 -2.60 -1.44 -1.15  0.211
H4 -2.49 0.48 -2.77  0.214
H5 -0.72 1.72 -0.60  0.227
H6 -2.30 2.32 -1.11  0.245
H7 -0.95 2.40 -2.22  0.219
H8 -0.73 -1.30 -2.47  0.451
H9 0.23 -0.15 -1.76  0.485
H10 0.20 1.14 -3.81  0.248
H11 -0.94 -0.05 -4.49  0.230
H12 1.04 -0.92 -5.30  0.202
H13 1.40 -2.73 -4.03  0.503
H14 2.96 0.14 -4.78  0.219
H15 3.09 -0.95 -3.39  0.196
H16 2.05 -1.26 -1.50  0.243
H17 1.59 -1.18 0.88  0.225
H18 1.73 0.12 3.01  0.219
H19 1.73 1.89 2.97  0.229
H20 -0.50 1.09 3.64  0.197
H21 -0.59 1.87 2.05  0.183
H22 0.10 -1.55 3.22  0.166
H23 -1.24 -2.06 2.16  0.190
H24 -2.79 -0.63 3.66  0.223
H25 -2.90 -2.41 5.43  0.227
H26 -1.25 -2.98 4.97  0.215
H27 -1.95 -0.13 5.98  0.226
H28 -0.30 -0.72 5.53  0.211
H29 1.98 3.07 0.85  0.226
H30 2.44 3.00 -1.57  0.238

The calculation puts the frontier orbital gap at 9.33 eV. The LUMO energy is -2.28 eV. As for the HOMO energy: -11.61 eV. As for the largest force on an atom: 0.768 eV/Å. As for the charge: +1. The spin multiplicity is 1.

Please write out number 1 again, unchanged.
The following is a quantum chemistry calculation of C18H30N6O2Y as an isolated structure, from OMol25.

Last column: natural (NBO) charge in e.
Geometry (Å):
Y1 0.14 0.06 -0.38  1.998
C1 -3.99 1.54 0.27  -0.679
C2 -2.65 0.89 0.45  0.341
N1 -2.09 0.17 -0.52  -0.736
C3 -2.75 -0.18 -1.77  -0.231
C4 -1.84 0.07 -2.97  -0.218
N2 -0.41 -0.32 -2.74  -0.695
C5 0.03 -1.67 -3.20  -0.229
C6 -0.08 -2.74 -2.12  -0.224
N3 0.50 -2.30 -0.84  -0.692
C7 1.98 -2.45 -0.70  -0.222
C8 2.54 -1.69 0.55  -0.249
N4 1.46 -0.90 1.14  -0.677
C9 1.54 -0.16 2.20  0.369
C10 2.81 0.01 2.97  -0.692
C11 0.30 0.49 2.58  -0.042
C12 0.05 1.35 3.61  -0.106
C13 -1.23 1.94 3.78  -0.362
C14 -2.17 1.81 2.76  -0.106
C15 -1.94 0.98 1.67  -0.052
N5 -0.84 0.03 1.80  -0.556
H1 -4.76 0.78 0.13  0.242
H2 -3.99 2.19 -0.61  0.231
H3 -4.27 2.14 1.14  0.235
H4 -3.69 0.36 -1.95  0.209
H5 -3.02 -1.24 -1.73  0.195
H6 -1.83 1.14 -3.18  0.210
H7 -2.25 -0.44 -3.84  0.206
H8 0.17 0.35 -3.21  0.410
H9 1.07 -1.57 -3.51  0.220
H10 -0.54 -2.00 -4.07  0.211
H11 0.39 -3.65 -2.49  0.211
H12 -1.13 -2.96 -1.94  0.210
H13 0.07 -2.83 -0.09  0.397
H14 2.44 -2.06 -1.60  0.219
H15 2.25 -3.50 -0.62  0.205
H16 3.36 -1.05 0.24  0.244
H17 2.93 -2.39 1.28  0.211
H18 3.52 0.57 2.35  0.278
H19 3.25 -0.97 3.18  0.239
H20 2.67 0.53 3.91  0.232
H21 0.85 1.64 4.28  0.229
H22 -1.41 2.59 4.62  0.234
H23 -3.06 2.43 2.80  0.224
N6 0.15 2.62 -0.02  -0.873
C16 1.46 3.02 -0.61  -0.312
C17 2.33 1.78 -0.60  0.761
O1 3.28 1.67 0.14  -0.595
O2 1.83 0.82 -1.36  -0.886
H24 -0.58 3.28 -0.27  0.397
H25 0.22 2.67 0.99  0.399
H26 1.95 3.83 -0.07  0.218
H27 1.30 3.32 -1.65  0.219
C18 -1.37 -1.23 2.39  -0.404
H28 -0.57 -1.96 2.46  0.211
H29 -2.17 -1.61 1.75  0.211
H30 -1.78 -1.04 3.38  0.211

The calculation puts the frontier orbital gap at 6.54 eV. The LUMO energy is -3.04 eV. As for the HOMO energy: -9.58 eV. As for the largest force on an atom: 1.697 eV/Å. As for the charge: +1. The spin multiplicity is 1.

Q: Which of these has the lowest frontier orbital gap?
A: C18H30NO22S5